Below is a molecular structure, C33H25BrIN8OTc, with properties calculated with ωB97M-V/def2-TZVPD.

Each line ends with the Löwdin charge.
CARTESIAN COORDINATES (ANGSTROEM)
I (-0.294, 0.645, 3.933)  1.1514
H (-3.520, -3.683, 0.710)  0.1269
C (1.577, -7.567, -2.004)  0.0340
H (-2.209, 5.997, 1.229)  0.1278
C (-6.523, -4.107, 2.206)  0.1190
H (-5.747, -1.445, 2.490)  0.1559
H (1.689, 2.912, 3.455)  0.1085
H (-1.760, 3.710, 2.078)  0.1156
H (-7.475, -5.959, 2.734)  0.1492
H (-1.548, 6.596, -1.070)  0.1321
N (-3.256, -7.764, 0.706)  0.2158
C (-0.739, 4.674, -1.546)  -0.0280
N (-2.208, -0.507, 0.911)  -0.0731
C (0.441, -1.851, -1.238)  -0.1026
C (-3.145, -0.909, 1.767)  -0.0948
H (4.601, -1.088, 3.762)  0.1205
H (-0.454, 4.961, -2.548)  0.1270
N (-4.212, -1.314, 1.084)  -0.1143
C (-1.359, 5.595, -0.704)  -0.0023
H (-5.576, -7.343, 1.889)  0.1502
C (-5.412, -3.417, 1.644)  -0.1305
C (1.923, -1.416, 0.212)  -0.1749
C (1.969, -6.262, -2.304)  0.1213
C (-6.599, -5.497, 2.298)  0.0330
C (-0.589, 1.750, 0.692)  -0.2016
H (-6.217, -1.628, 0.803)  0.1610
C (-5.464, -1.906, 1.544)  -0.0295
H (-0.407, -1.828, -1.905)  0.1458
C (-4.425, -5.592, 1.249)  -0.0826
H (5.588, 1.146, 3.437)  0.1337
C (-1.734, 5.261, 0.595)  -0.0265
C (1.228, -5.110, -1.920)  -0.1290
N (-2.183, -8.041, 0.147)  0.2168
C (-3.399, -6.327, 0.731)  -0.1142
H (-0.526, -4.466, -0.897)  0.1274
H (2.460, -0.928, 1.012)  0.1101
O (-2.321, -5.785, 0.144)  0.1680
C (-1.487, 3.988, 1.068)  -0.0199
H (-2.323, -0.404, -1.242)  0.1254
C (2.584, -0.364, 3.766)  -0.7693
C (-0.355, -6.636, -0.899)  -0.0844
C (-0.867, 3.054, 0.222)  -0.2917
C (-4.377, -4.155, 1.171)  0.0892
Br (1.872, -2.097, 4.013)  0.7533
C (1.780, 0.771, 3.682)  -0.7159
H (1.202, -3.455, -3.289)  0.1586
C (-0.489, 3.396, -1.090)  -0.0217
C (4.512, 1.043, 3.491)  -0.0154
N (0.680, -1.023, -0.222)  -0.0413
N (2.417, -2.425, -0.444)  0.1734
C (1.702, -3.739, -2.361)  -0.0279
C (0.083, -5.302, -1.215)  0.0909
H (0.077, -8.777, -1.052)  0.1507
C (-1.540, -6.806, -0.241)  -0.1119
C (2.325, 2.038, 3.493)  -0.1292
C (-5.558, -6.261, 1.831)  0.1056
H (-3.080, -0.899, 2.844)  0.1375
H (4.140, 3.145, 3.253)  0.1314
C (-2.789, -0.691, -0.314)  -0.1651
Tc (-0.266, 0.223, 1.270)  0.9658
H (-7.359, -3.524, 2.583)  0.1573
H (2.188, -8.399, -2.328)  0.1493
H (2.773, -3.745, -2.553)  0.1501
C (3.702, 2.166, 3.392)  -0.0296
N (-3.995, -1.182, -0.248)  0.1597
N (1.474, -2.676, -1.384)  -0.1003
C (0.417, -7.779, -1.302)  0.1032
C (3.961, -0.220, 3.674)  -0.0989
H (2.890, -6.121, -2.863)  0.1553
H (0.000, 2.667, -1.723)  0.1182

Total charge: +4
HOMO level, eV: -17.98
Multiplicity: 1
Lowest unoccupied orbital energy, eV: -14.6
Kohn-Sham gap, eV: 3.4
Energy above the lowest of the compared OMol25 structures with the same formula, charge and spin, eV: 0.000


Below is a molecular structure, C33H25N5SV, with properties calculated with ωB97M-V/def2-TZVPD.

Each line ends with the Löwdin charge.
CARTESIAN COORDINATES (ANGSTROEM)
H (-2.654, 6.149, 2.314)  0.1080
H (1.804, 0.789, -0.392)  0.0948
H (-0.342, 2.909, 3.882)  0.1210
C (1.126, 1.177, 2.327)  -0.1902
N (-1.770, -0.396, -2.110)  -0.0320
H (-0.241, -1.665, -2.665)  0.1181
H (2.442, -2.425, -0.776)  0.0831
H (-2.173, -5.073, 2.031)  0.1097
C (2.334, -0.484, -3.338)  -0.2478
C (1.833, -4.275, 0.116)  -0.3955
C (-0.122, 1.492, 1.576)  -0.2790
H (-1.548, 5.034, 4.221)  0.1094
C (-1.764, -3.186, 1.101)  -0.2662
H (4.474, 0.304, 4.048)  0.1082
C (3.716, -0.623, -3.261)  0.0020
C (1.654, -2.986, -0.291)  -0.1979
N (1.650, 0.014, -2.293)  0.1347
C (-2.136, 5.211, 2.167)  -0.0725
C (1.415, -0.141, 2.677)  -0.0289
H (3.983, 2.640, 3.413)  0.1094
C (-2.624, 0.567, -2.489)  -0.0932
N (-2.226, -1.950, 0.811)  -0.0001
C (3.536, 0.548, 3.567)  -0.0678
H (2.820, -1.477, 3.579)  0.1085
C (-0.887, -0.858, -2.995)  -0.0997
H (-1.389, 2.968, -0.261)  0.1003
H (0.695, -0.920, 2.455)  0.0997
C (-3.443, -1.579, 1.218)  -0.0933
H (-2.569, 5.123, 0.066)  0.1053
N (-0.599, 0.658, 0.746)  -0.0130
C (-0.718, -0.319, -4.258)  -0.1848
S (0.442, -4.918, 0.874)  1.0645
H (-3.741, -0.569, 0.968)  0.1203
C (-2.092, 4.632, 0.904)  -0.0726
V (-0.841, -0.802, -0.273)  0.9150
C (-2.615, 1.072, -3.772)  -0.0206
H (1.842, 3.203, 2.330)  0.1204
H (0.252, -0.960, -6.108)  0.1225
H (-3.309, 0.933, -1.737)  0.1219
H (-5.251, -2.086, 2.238)  0.1139
H (-4.439, -4.392, 2.767)  0.1210
C (0.355, -2.473, -0.002)  -0.2576
C (0.438, -0.736, -5.063)  -0.0210
C (2.054, 2.178, 2.607)  -0.0308
C (-2.554, -4.086, 1.805)  -0.0039
H (-3.333, 1.826, -4.060)  0.1181
C (-0.794, 2.803, 1.786)  -0.1815
C (-1.432, 3.430, 0.718)  -0.0357
C (-1.638, 0.640, -4.662)  0.0270
C (-3.816, -3.701, 2.215)  -0.0271
C (2.609, -0.453, 3.301)  -0.0616
C (-1.511, 4.588, 3.237)  -0.0641
C (3.259, 1.860, 3.215)  -0.0621
N (3.674, 0.281, -1.066)  0.1071
H (2.420, -1.187, -5.357)  0.1114
C (1.695, -0.845, -4.627)  -0.0101
H (5.419, -0.321, -1.978)  0.1179
C (4.344, -0.230, -2.092)  -0.1049
H (4.284, -1.016, -4.093)  0.1161
H (-1.573, 1.075, -5.652)  0.1315
H (2.716, -4.886, 0.014)  0.0725
C (-0.832, 3.393, 3.047)  -0.0303
C (2.361, 0.378, -1.228)  -0.1931
C (-4.275, -2.422, 1.924)  -0.0384
C (-0.400, -3.436, 0.634)  -0.5357

Total charge: +1
HOMO level (spin up / spin down), eV: -10.62 / -10.98
<S²>: 2.039
Multiplicity: 3
Lowest unoccupied orbital energy (spin up / spin down), eV: -3.2 / -3.2
Kohn-Sham gap (spin up / spin down), eV: 7.4 / 7.8
Energy above the lowest of the compared OMol25 structures with the same formula, charge and spin, eV: 0.000


Below is a molecular structure, C33H26BrN3O5V, with properties calculated with ωB97M-V/def2-TZVPD.

Each line ends with the Löwdin charge.
CARTESIAN COORDINATES (ANGSTROEM)
H (6.047, -0.499, -1.683)  0.1143
C (0.798, 5.477, 1.505)  -0.0970
C (-1.999, -2.237, 3.834)  -0.1058
H (-1.026, 3.592, -1.289)  0.1093
N (-1.616, -1.147, 0.328)  -0.0607
H (-5.519, -1.723, -2.068)  0.0970
C (-0.527, 0.313, -4.169)  -0.0645
H (-1.976, 2.613, 2.934)  0.0872
H (0.133, 5.679, -1.791)  0.0952
C (0.092, 0.209, -2.928)  -0.0976
C (-1.072, 2.176, 1.010)  -0.5351
C (-0.522, 3.579, 0.796)  -0.1924
H (1.121, 0.525, -2.797)  0.1165
C (-0.012, 1.251, 0.463)  -0.0657
O (0.746, -1.248, 1.682)  -0.1247
C (-0.524, 4.118, -0.491)  -0.0403
C (-1.849, -0.064, -4.304)  -0.0230
H (0.913, 1.819, 0.290)  0.0739
H (-3.081, -2.258, 3.860)  0.0997
H (-3.036, 2.885, 0.401)  0.0884
H (0.029, 0.690, -5.015)  0.0969
H (1.773, -4.403, -0.913)  0.1344
V (0.144, -0.529, 0.008)  0.8146
H (-2.365, 0.009, -5.249)  0.1057
C (-2.100, -1.538, 1.503)  -0.0916
O (1.713, -0.488, -0.529)  -0.1610
Br (-2.203, -3.230, 6.490)  0.6428
C (5.121, -2.429, -1.671)  -0.1819
H (3.992, -4.222, -1.587)  0.1253
C (0.138, 5.297, -0.779)  -0.0945
H (-2.949, 1.142, 0.663)  0.0709
C (1.585, -3.304, -0.887)  -0.1769
C (-3.770, -1.548, -0.862)  -0.0316
C (2.779, -2.523, -1.077)  -0.0946
H (-2.256, 1.824, -0.796)  0.0716
C (-1.272, -2.650, 4.921)  -0.7098
N (6.288, -3.085, -2.081)  -0.3647
C (3.961, -3.151, -1.445)  0.0572
H (-3.172, -1.718, 1.599)  0.1081
H (-4.447, -0.859, -4.118)  0.0958
C (3.978, -0.377, -1.144)  0.0212
C (0.119, -2.677, 4.914)  -0.1595
C (-1.313, 1.866, 2.499)  -0.0397
C (2.769, -1.086, -0.901)  -0.2643
H (-0.374, 1.840, 3.046)  0.0833
N (-0.534, -0.245, -1.844)  0.0121
C (-1.347, -1.803, 2.662)  -0.1559
H (1.368, 6.881, -0.013)  0.0912
O (7.290, -2.399, -2.314)  0.0343
H (0.668, -3.069, 5.757)  0.0882
C (0.777, -2.213, 3.800)  -0.0179
O (0.439, -2.903, -0.733)  0.0388
H (1.318, 6.001, 2.294)  0.0946
C (5.120, -1.022, -1.511)  0.0132
C (0.090, -1.729, 2.662)  -0.3482
H (-1.777, 0.887, 2.599)  0.0660
H (3.956, 0.697, -1.016)  0.1226
C (0.820, 5.977, 0.216)  -0.1161
H (1.854, -2.210, 3.758)  0.1071
C (-2.429, -1.145, -0.777)  -0.2194
C (-3.888, -0.945, -3.197)  -0.0730
C (-1.815, -0.646, -1.959)  -0.1553
C (-2.413, 2.000, 0.267)  -0.0361
H (-4.278, -1.965, -0.007)  0.0867
O (6.276, -4.317, -2.197)  0.0355
C (0.128, 4.299, 1.793)  -0.0353
H (0.139, 3.941, 2.809)  0.1000
C (-2.539, -0.555, -3.177)  -0.1632
C (-4.478, -1.430, -2.047)  -0.1020

Total charge: -1
HOMO level (spin up / spin down), eV: -2.50 / -4.38
<S²>: 2.423
Multiplicity: 3
Lowest unoccupied orbital energy (spin up / spin down), eV: 1.7 / 1.6
Kohn-Sham gap (spin up / spin down), eV: 4.2 / 6.0